Entry 1:
The following is a DFT calculation (wB97M-V/def2-TZVPD) of C36H22CoF9NO6P as an isolated structure in a non-equilibrium geometry.

Computed properties:
- E_HOMO (alpha / beta): -7.7 / -7.9 eV
- Charge: 0
- Molar mass: 825.46 g mol⁻¹
- Gap between HOMO and LUMO (alpha / beta): 0.239 / 0.224 Eh
- Calculated total energy: -122837.5057 eV
- 2S+1: 5

Structure (XYZ):
```
76
Properties=species:S:1:pos:R:3:forces:R:3
Co -0.707309 1.767458 0.284337 -0.195 -0.848 1.781
O -0.746009 5.279558 1.807937 -0.101 -0.098 -0.236
C -0.824009 4.306258 1.097337 -0.451 0.643 0.024
O -0.007409 3.306758 1.066037 0.833 -0.722 -0.068
C -1.948609 4.133658 0.085537 0.031 0.117 0.134
C -2.876209 5.111758 -0.207463 0.113 -0.191 -0.085
C -3.835009 4.842758 -1.201663 0.182 -0.163 0.027
C -3.856809 3.621258 -1.806563 0.122 -0.239 0.021
C -2.887409 2.622658 -1.426463 0.133 1.106 0.542
N -1.913509 2.929258 -0.493763 -1.155 0.640 -0.658
C -2.985409 1.423258 -2.024663 -0.384 -1.615 -1.107
O -3.242309 0.491758 -2.669463 0.141 0.881 0.622
O -0.915109 0.427858 -1.086963 -0.593 1.375 0.065
H -2.831809 6.052158 0.315437 0.083 0.055 0.075
H -4.539409 5.603958 -1.499363 -0.117 0.011 0.010
H -4.582409 3.369958 -2.565263 -0.039 0.020 -0.038
C 1.628991 -0.982742 2.420637 -0.307 0.335 -0.185
C 0.321291 -0.242742 2.116837 -0.297 -0.555 0.954
O 0.517591 0.514658 0.954737 0.096 0.340 -0.621
C -0.141009 0.639358 3.262237 -0.536 0.253 -0.580
C 0.490291 0.708858 4.488337 -0.012 0.150 0.308
C 0.054191 1.583858 5.475837 0.040 -0.046 0.037
C -1.027809 2.420058 5.235737 0.123 -0.090 0.107
C -1.674809 2.378358 4.022837 0.117 -0.390 -0.604
C -1.261809 1.482258 3.011137 0.888 0.064 1.704
O -1.897909 1.462458 1.876737 -0.354 0.199 -2.190
H 1.874491 -1.621042 1.573937 0.057 -0.097 0.016
H 1.531291 -1.605142 3.306637 0.002 -0.065 0.059
H 2.427391 -0.255342 2.557837 0.066 -0.033 0.048
H 1.349591 0.092658 4.702237 0.099 -0.090 -0.045
H 0.577191 1.622558 6.420837 -0.001 0.003 0.045
H -1.357709 3.116758 5.992837 0.006 0.048 0.066
H -2.490409 3.045258 3.789537 -0.143 0.051 0.021
F -0.204009 -4.116942 -6.636463 -0.125 0.233 -0.024
C 0.636091 -4.360042 -5.623063 0.017 -0.233 -0.150
F 1.875891 -4.393342 -6.142263 0.136 0.182 0.070
F 0.378791 -5.616942 -5.211463 -0.052 -0.049 0.217
C 0.510091 -3.371942 -4.494363 -0.082 0.054 -0.022
C -0.457509 -2.377942 -4.508863 0.106 -0.189 -0.086
C -0.584109 -1.522542 -3.422963 -0.029 0.091 0.174
C 0.250191 -1.655042 -2.325263 -0.095 0.232 0.308
C 1.229291 -2.646242 -2.331563 0.063 -0.031 -0.103
C 1.364991 -3.504542 -3.403463 -0.112 0.015 -0.073
P 0.179291 -0.601642 -0.801963 1.163 -1.660 -0.297
C 1.839491 0.170658 -1.077463 -0.417 -0.163 0.168
C 1.758991 1.426658 -1.669163 -0.026 0.044 -0.051
C 2.894691 2.189258 -1.850163 0.295 -0.137 0.056
C 4.125191 1.681158 -1.454663 0.058 0.079 -0.037
C 4.219291 0.421558 -0.883963 -0.027 0.117 -0.069
C 3.072591 -0.330042 -0.691963 -0.062 -0.069 -0.026
C 5.341491 2.543158 -1.644763 0.213 0.216 -0.066
F 5.430991 3.009658 -2.903963 -0.131 -0.028 -0.172
F 5.320491 3.627258 -0.849763 -0.135 0.023 0.136
F 6.492291 1.904658 -1.393263 -0.008 -0.250 0.103
C -0.437709 -1.839342 0.385637 0.244 0.387 -0.324
C -0.852009 -3.095842 0.027137 0.209 0.155 -0.228
C -1.492709 -3.927242 0.942437 -0.104 0.007 0.118
C -1.605209 -3.518142 2.288037 0.082 0.107 0.413
C -1.207009 -2.286942 2.708037 -0.076 -0.265 -0.204
C -0.795909 -1.273142 1.716237 0.235 0.442 -0.006
C -2.215309 -4.479842 3.269037 -0.149 -0.026 0.414
F -1.617909 -4.442842 4.470637 0.157 0.144 0.051
F -3.515609 -4.204842 3.486837 -0.110 0.099 -0.094
F -2.163909 -5.753242 2.854637 0.094 -0.130 -0.206
H -1.120409 -2.278642 -5.355163 -0.017 -0.013 -0.063
H -1.348309 -0.760142 -3.420963 -0.044 0.030 -0.050
H 1.875991 -2.756642 -1.471363 0.107 -0.085 -0.007
H 2.113991 -4.281942 -3.396663 0.078 -0.067 0.006
H 0.799991 1.817958 -1.982663 -0.002 0.045 -0.079
H 2.838491 3.171258 -2.292963 -0.053 0.104 -0.056
H 5.180891 0.037358 -0.580463 0.061 -0.033 0.020
H 3.153291 -1.296142 -0.219563 0.029 -0.103 0.055
H -0.678709 -3.478242 -0.966563 -0.001 0.012 -0.073
H -1.857609 -4.897942 0.653237 0.037 -0.096 -0.103
H -1.280509 -1.985342 3.743837 -0.031 -0.031 0.099
H -1.670409 -0.597342 1.577537 0.058 -0.213 0.013
```
Forces are in eV/Å.

So, what does the Löwdin scheme give us? The charges, in e, come out as:
1 Co 0.78
2 O 0.12
3 C -0.55
4 O -0.03
5 C -0.14
6 C 0.03
7 C -0.04
8 C 0.01
9 C -0.19
10 N 0.05
11 C -0.07
12 O 0.22
13 O -0.34
14 H 0.12
15 H 0.12
16 H 0.12
17 C 0.01
18 C -0.46
19 O -0.26
20 C -0.08
21 C -0.03
22 C -0.08
23 C -0.08
24 C 0.00
25 C -0.34
26 O -0.09
27 H 0.07
28 H 0.09
29 H 0.10
30 H 0.10
31 H 0.10
32 H 0.10
33 H 0.12
34 F 0.14
35 C -0.59
36 F 0.14
37 F 0.14
38 C -0.11
39 C 0.01
40 C -0.03
41 C -0.26
42 C -0.08
43 C 0.00
44 P 0.87
45 C -0.23
46 C -0.06
47 C 0.02
48 C -0.11
49 C 0.01
50 C -0.05
51 C -0.59
52 F 0.14
53 F 0.15
54 F 0.14
55 C -0.15
56 C -0.04
57 C 0.02
58 C -0.11
59 C 0.09
60 C -0.20
61 C -0.59
62 F 0.14
63 F 0.14
64 F 0.14
65 H 0.12
66 H 0.09
67 H 0.11
68 H 0.13
69 H 0.11
70 H 0.13
71 H 0.12
72 H 0.10
73 H 0.10
74 H 0.12
75 H 0.14
76 H 0.16

=====

Entry 2:
The following is a DFT calculation (wB97M-V/def2-TZVPD) of a 2-piece molecular cluster, CH2N3O overall in a non-equilibrium geometry.

Computed properties:
- E_HOMO: -2.6 eV
- Charge: -1
- Molar mass: 72.05 g mol⁻¹
- Gap between HOMO and LUMO: 0.152 Eh
- Calculated total energy: -7584.2486 eV

Structure (XYZ):
```
7
Properties=species:S:1:pos:R:3:forces:R:3
C -1.442468 -2.182999 0.218291 0.137 -2.615 1.722
N -1.566462 -3.134650 0.917190 -0.211 0.184 -0.604
N -1.259004 -1.063642 -0.313230 0.855 3.149 -3.554
N 1.509197 2.617015 0.573484 5.588 2.598 -1.716
O 2.609629 2.885422 -0.050994 -4.188 -0.726 2.724
H -0.993913 -1.016761 -1.360535 -0.703 -0.619 2.420
H 1.143019 1.895615 0.015794 -1.477 -1.971 -0.992
```
Forces are in eV/Å.

So, what does the Löwdin scheme give us? The charges, in e, come out as:
1 C -0.80
2 N -0.08
3 N -0.11
4 N 0.09
5 O -0.12
6 H -0.01
7 H 0.02

=====

Entry 3:
The following is a DFT calculation (wB97M-V/def2-TZVPD) of C16H16I2N3ORb as an isolated structure in a non-equilibrium geometry.

Computed properties:
- E_HOMO: -6.6 eV
- Charge: 0
- Molar mass: 605.60 g mol⁻¹
- Gap between HOMO and LUMO: 0.234 Eh
- Calculated total energy: -40226.2253 eV

Structure (XYZ):
```
39
Properties=species:S:1:pos:R:3:forces:R:3
Rb 0.242653 -0.061713 0.206639 -0.335 -0.200 -1.390
C 4.144572 -1.095228 -0.275885 -0.029 0.026 0.017
C 2.919164 -1.457409 -1.074682 0.068 -0.034 0.009
C 2.150535 -2.570212 -0.733002 0.032 -0.045 -0.060
C 1.034712 -2.926755 -1.479971 0.026 0.037 -0.021
C 0.658764 -2.167599 -2.582665 0.101 0.012 -0.002
C 1.416459 -1.056883 -2.934465 0.017 -0.055 0.065
C 2.533105 -0.706342 -2.183484 0.008 -0.032 -0.039
H 5.019809 -1.631976 -0.646777 -0.012 -0.014 -0.015
H 4.024005 -1.348970 0.777250 -0.022 -0.020 -0.012
H 4.362571 -0.029496 -0.338357 -0.012 0.004 -0.034
H 2.435232 -3.166611 0.125875 -0.005 -0.001 0.008
H 0.462010 -3.802804 -1.204459 -0.017 0.002 0.015
H -0.204071 -2.451591 -3.170852 -0.011 0.010 0.007
H 1.148972 -0.464985 -3.800732 -0.001 0.010 0.011
H 3.120445 0.159092 -2.467715 -0.011 0.009 0.001
I 2.182808 0.674467 5.212506 0.204 -0.079 0.000
C 0.299907 1.349483 4.676486 -0.319 0.253 0.218
C -0.446420 2.085615 5.612925 0.186 -0.156 -0.152
C -1.702288 2.541981 5.325347 0.025 -0.153 -0.327
I -2.734553 3.595730 6.785482 -0.130 0.149 0.189
C -2.272757 2.280112 4.048348 -0.059 0.094 0.168
C -3.562903 2.708120 3.656270 0.077 0.010 0.109
C -4.031963 2.421619 2.409857 -0.016 -0.049 -0.124
C -3.205573 1.694028 1.534572 -0.096 0.015 0.037
N -2.007411 1.274480 1.851043 0.294 0.050 0.295
C -1.518258 1.550900 3.099641 -0.028 -0.119 -0.342
C -0.171287 1.042458 3.395375 -0.137 -0.046 -0.159
O 0.466474 0.383285 2.520793 0.168 0.325 1.446
H -0.008730 2.289927 6.581098 -0.004 -0.019 0.003
H -4.168956 3.261673 4.361607 0.000 0.005 -0.022
H -5.016085 2.738964 2.090793 0.012 -0.008 0.010
H -3.566829 1.440658 0.539640 0.011 0.017 0.023
N -1.168304 1.732974 -2.993867 -0.017 -0.004 0.097
N -1.782686 1.303307 -1.775438 0.044 -0.004 0.075
H -1.792017 2.315249 -3.540338 -0.012 0.025 -0.058
H -0.958601 0.906102 -3.534215 0.035 -0.026 -0.042
H -2.770471 1.107756 -1.894524 -0.051 -0.022 -0.024
H -1.710298 2.060014 -1.106241 0.013 0.035 0.019
```
Forces are in eV/Å.

So, what does the Löwdin scheme give us? The charges, in e, come out as:
1 Rb 1.03
2 C -0.03
3 C -0.32
4 C -0.09
5 C -0.11
6 C -0.11
7 C -0.11
8 C -0.08
9 H 0.09
10 H 0.09
11 H 0.08
12 H 0.12
13 H 0.11
14 H 0.11
15 H 0.10
16 H 0.12
17 I 0.88
18 C -0.67
19 C -0.25
20 C -0.70
21 I 0.89
22 C -0.22
23 C -0.06
24 C -0.06
25 C -0.17
26 N 0.07
27 C -0.14
28 C -0.51
29 O -0.42
30 H 0.07
31 H 0.05
32 H 0.10
33 H 0.09
34 N -0.07
35 N -0.12
36 H 0.07
37 H 0.05
38 H 0.06
39 H 0.05

=====

The lowest calculated total energy belongs to which entry? C36H22CoF9NO6P

=====

Look up the molar mass of the second one. 72.05 g mol⁻¹

=====

Look up the molar mass of the third one. 605.60 g mol⁻¹

=====

Among the records above, which one has the lowest charge? CH2N3O